Record 1
This record from the Open Molecules 2025 dataset describes C4H10N2O2 as an isolated structure at a distorted geometry. The level of theory is ωB97M-V/def2-TZVPD.

Each line ends with the natural charge from an NBO analysis.
Element x y z (Å)
C  -1.5619  -1.8289  -0.0907  -0.406
N  1.9562  -0.9653  -0.5674  -0.766
C  0.7874  -1.6172  -0.5448  0.360
N  -0.2636  -1.1472  0.0043  -0.500
H  -1.8685  -2.1492  0.9002  0.220
H  -1.4564  -2.6641  -0.7813  0.188
H  -2.2748  -1.1061  -0.4780  0.220
H  2.0475  -0.1526  0.0216  0.425
H  2.7784  -1.4872  -0.7795  0.403
H  0.7439  -2.5914  -1.0251  0.177
H  -0.2026  -0.2282  0.6997  0.458
O  -0.1123  0.7967  1.4458  -0.818
C  -0.3590  2.0318  1.1777  0.791
O  -0.8474  2.8396  1.9411  -0.648
C  0.0708  2.4927  -0.2231  -0.734
H  -0.2904  3.4977  -0.4106  0.227
H  1.1586  2.4664  -0.3027  0.205
H  -0.3060  1.8126  -0.9870  0.198

Its total energy is -418.4003 a.u. Its largest force on an atom is 0.0227 Eh/bohr. For the highest occupied orbital energy, the calculation gives -8.438 eV. For the molecular weight, the calculation gives 118.14 g/mol. The calculation puts the energy above the lowest of the compared OMol25 structures with the same formula, charge and spin at 38.0 kcal/mol. As for the net charge: 0. The LUMO energy comes out at 0.3 eV.

***

Record 2
This record from the Open Molecules 2025 dataset describes C18H24Cl2N2OY as an isolated structure at a distorted geometry. The level of theory is ωB97M-V/def2-TZVPD.

Each line ends with the Löwdin charge.
Element x y z (Å)
Y  -1.1310  1.9777  -2.5444  0.578
Cl  1.2215  1.1561  -3.1759  -0.236
Cl  -2.5682  1.9592  -0.3920  -0.214
C  -0.8211  4.0998  -3.0348  -0.443
H  -1.3238  5.0726  -2.8428  -0.174
H  -0.4555  4.2617  -4.0850  -0.176
C  -2.8790  -1.5020  -1.9974  -0.107
C  -2.5460  -0.4422  -2.6785  -0.228
H  -3.3300  -1.4453  -0.9873  0.120
C  -1.7091  -0.5361  -3.9423  -0.246
H  -3.0733  0.4907  -2.4209  0.022
C  -2.1300  -1.7664  -4.8195  -0.194
H  -1.7231  0.3967  -4.5525  0.087
H  -0.6431  -0.7178  -3.7020  0.061
C  -2.0979  -3.0223  -3.9625  -0.202
H  -3.1037  -1.6304  -5.2977  0.108
H  -1.4114  -1.8469  -5.6429  0.106
C  -2.7807  -2.8814  -2.5657  -0.185
H  -2.5197  -3.8650  -4.5222  0.101
H  -1.0446  -3.2601  -3.7896  0.107
H  -3.7580  -3.3781  -2.6371  0.106
H  -2.2143  -3.5216  -1.8758  0.101
C  1.8874  -0.3767  4.3045  -0.006
N  1.5583  -0.7686  2.9530  -0.095
N  1.3849  0.1274  1.9705  0.040
C  0.7513  -0.4837  0.8621  -0.382
O  0.3333  0.1528  -0.1309  -0.059
C  0.7207  -1.8766  1.2372  0.058
C  1.1614  -1.9870  2.5371  -0.278
C  1.2579  -3.1564  3.4438  -0.034
C  1.7652  1.4749  2.1319  -0.180
C  2.9936  1.7681  2.7375  -0.057
C  3.2333  3.0476  3.2218  -0.094
C  2.2775  4.0503  3.0279  -0.098
C  1.1027  3.7887  2.3067  -0.057
C  0.8560  2.4987  1.8211  0.022
H  1.3349  0.5206  4.6186  0.112
H  2.9607  -0.1983  4.4133  0.081
H  1.6130  -1.2055  4.9553  0.078
H  0.3602  -2.6617  0.6043  0.102
H  2.2953  -3.3379  3.7770  0.091
H  0.6284  -3.0342  4.3425  0.084
H  0.9123  -4.0518  2.9085  0.085
H  3.7268  0.9794  2.8664  0.108
H  4.1575  3.2508  3.7563  0.097
H  2.4497  5.0495  3.4250  0.095
H  0.3673  4.5766  2.1235  0.112
H  -0.0478  2.2542  1.2538  0.085

Its total energy is -1843.7559 a.u. Its largest force on an atom is 0.0474 Eh/bohr. For the highest occupied orbital energy (alpha / beta), the calculation gives -1.540 / -1.539 eV. For the molecular weight, the calculation gives 444.22 g/mol. The calculation puts the energy above the lowest of the compared OMol25 structures with the same formula, charge and spin at 15.0 kcal/mol. As for the net charge: -1. The LUMO energy (alpha / beta) comes out at 2.2 / 2.2 eV.

***

Record 3
This record from the Open Molecules 2025 dataset describes an isolated molecule of C6H8 at a distorted geometry. The level of theory is ωB97M-V/def2-TZVPD.

Each line ends with the natural charge from an NBO analysis.
Element x y z (Å)
C  -0.8441  -0.1866  2.1059  -0.501
C  -0.4119  0.2210  0.9330  0.062
C  0.1954  1.2006  0.1232  -0.250
C  -0.5336  1.0304  -1.1249  -0.383
C  -0.0644  -0.1646  -0.4766  -0.040
C  0.8733  -1.1932  -0.8633  -0.616
H  -1.0754  -1.2387  2.1821  0.218
H  -0.8278  0.5938  2.8323  0.215
H  1.0455  1.7725  0.2205  0.220
H  -1.5923  1.3080  -0.9851  0.194
H  -0.2463  1.1851  -2.1533  0.223
H  0.4853  -2.0751  -1.3110  0.221
H  1.3884  -1.5331  0.1796  0.221
H  1.6078  -0.9202  -1.6623  0.216

Its total energy is -233.2772 a.u. Its largest force on an atom is 0.0747 Eh/bohr. For the highest occupied orbital energy, the calculation gives -8.244 eV. For the molecular weight, the calculation gives 80.13 g/mol. As for the structure (SMILES): C=C1[C@@H]2C[C@]12C. The calculation puts the energy above the lowest of the compared OMol25 structures with the same formula, charge and spin at 68.9 kcal/mol. As for the net charge: 0. The LUMO energy comes out at 1.1 eV.

***

Record 4
This record from the Open Molecules 2025 dataset describes C15H12CrF5NS4Si as an isolated structure at a distorted geometry. The level of theory is ωB97M-V/def2-TZVPD.

Each line ends with the natural charge from an NBO analysis.
Element x y z (Å)
Cr  -1.8690  0.7668  -1.9930  0.833
C  0.0783  0.8690  3.8089  -1.107
Si  1.5187  0.8863  2.5964  1.657
C  2.5544  -0.6510  3.0267  -1.105
C  2.5244  2.4422  3.0282  -1.105
C  1.3028  0.8937  0.7280  -0.562
C  2.4591  0.9391  -0.0371  -0.133
C  2.4027  0.9735  -1.4272  -0.350
C  1.1655  0.9135  -2.0251  0.101
N  0.0248  0.8339  -1.3387  -0.562
C  0.0569  0.8673  0.0316  0.098
S  -1.4821  0.8864  0.7634  -0.340
H  0.4549  0.8661  4.8399  0.206
H  -0.5466  -0.0086  3.6543  0.252
H  -0.5566  1.7410  3.6630  0.253
H  2.7768  -0.6838  4.0972  0.214
H  3.5014  -0.6867  2.4818  0.220
H  1.9919  -1.5521  2.7719  0.236
H  2.7462  2.4851  4.0984  0.213
H  1.9422  3.3294  2.7686  0.237
H  3.4700  2.4951  2.4824  0.220
H  3.4273  0.9474  0.4579  0.188
H  3.2987  1.0276  -2.0314  0.201
H  1.0617  0.9199  -3.1030  0.200
S  -4.7379  4.1585  -2.9859  -0.304
C  -3.6337  2.9234  -2.7921  -0.468
S  -4.0515  1.2422  -2.8954  -0.263
S  -1.9763  3.1758  -2.3587  -0.287
F  0.0256  -1.4558  -3.5432  -0.345
C  -0.9109  -2.0687  -2.7668  0.282
C  -1.8556  -1.2892  -2.1154  -0.451
C  -2.7719  -2.0452  -1.3848  0.324
F  -3.7478  -1.4142  -0.7081  -0.315
C  -2.7510  -3.4229  -1.2915  0.234
F  -3.6580  -4.1044  -0.5599  -0.321
C  -1.7718  -4.1353  -1.9596  0.232
F  -1.7342  -5.4792  -1.8907  -0.320
C  -0.8402  -3.4471  -2.7117  0.266
F  0.1107  -4.1389  -3.3792  -0.330

Its total energy is -4059.7318 a.u. As for the expectation value of S²: 6.0293. Its largest force on an atom is 0.0336 Eh/bohr. The spin multiplicity is 5. For the highest occupied orbital energy (alpha / beta), the calculation gives -0.936 / -1.288 eV. For the molecular weight, the calculation gives 509.61 g/mol. The calculation puts the energy above the lowest of the compared OMol25 structures with the same formula, charge and spin at 7.8 kcal/mol. As for the net charge: -2. The LUMO energy (alpha / beta) comes out at 4.4 / 4.4 eV.

***

- Look up the largest force on an atom of the fourth one.
  0.0336 Eh/bohr

***

- Which value of molecular weight does entry 4 give?
  509.61 g/mol

***

- Number 3 is which compound?
  C6H8